This record from OMol25 describes a structure of composition C6H8LiO6Zn in a non-equilibrium geometry. The level of theory is ωB97M-V/def2-TZVPD.

Calculated values
Net charge   +1
ΔE to the lowest compared entry with this formula, charge and spin   27.51 kcal per mole
HOMO-LUMO gap   3.6 eV
E   -2471.4427 Eh

XYZ file:
```
22
C6H8LiO6Zn ωB97M-V/def2-TZVPD
Zn -0.048 2.545 -0.243
O -2.485 -0.934 -0.183
O 1.600 1.829 0.400
O -1.418 1.480 -0.515
O 1.205 -0.192 -0.481
O 3.126 0.227 0.453
O -0.803 -2.293 -0.178
C 1.973 0.702 0.090
C -3.113 0.126 0.521
C -1.712 -1.887 0.563
C 1.812 -1.605 -0.155
C -2.786 1.412 -0.227
C 3.262 -1.156 0.050
Li -0.839 -0.281 -1.078
H 3.838 -1.184 -0.881
H 3.761 -1.692 0.861
H -3.128 2.271 0.376
H 1.738 -2.267 -1.022
H 1.411 -2.025 0.773
H -2.718 0.162 1.548
H -3.352 1.422 -1.177
H -4.202 -0.028 0.565
```

natural (NBO) atomic charge list, values in e, 6 entries:
1. Zn 1.72
2. O -0.68
3. O -0.79
4. O -1.12
5. O -0.54
6. O -0.42


This record from OMol25 describes a structure of composition C2H5OPS in a non-equilibrium geometry. The level of theory is ωB97M-V/def2-TZVPD.

Calculated values
ΔE to the lowest compared entry with this formula, charge and spin   98.97 kcal per mole
HOMO-LUMO gap   8.0 eV
E   -893.8151 Eh

XYZ file:
```
10
C2H5OPS ωB97M-V/def2-TZVPD
S 0.137 -1.451 -0.245
P -0.552 1.253 -0.131
O 2.220 0.435 -0.037
C -1.367 -0.432 -0.083
C 0.898 0.177 0.088
H 2.831 -0.228 0.450
H -0.419 1.314 -1.644
H -1.954 -0.757 -0.959
H 0.381 0.232 1.923
H -2.174 -0.544 0.637
```

natural (NBO) atomic charge list, values in e, 6 entries:
1. S 0.23
2. P 0.61
3. O -0.70
4. C -0.84
5. C -0.11
6. H 0.50